DFT (wB97M-V/def2-TZVPD) results for a structure of composition C42H44Br2N6O14Sr in a non-equilibrium geometry.

```
109
Properties=species:S:1:pos:R:3:lowdin_charge:R:1
Sr 1.78825 2.52080 -5.44117 1.53
C 0.49742 0.06702 -0.60238 -0.14
C -0.57441 -0.18966 -1.62216 -0.54
O -0.31542 0.27721 -2.92390 -0.42
H 0.22054 -0.35319 0.36450 0.05
H 0.65476 1.13085 -0.42464 0.06
H 1.42127 -0.45220 -0.85738 0.06
H -1.42022 0.37682 -1.23253 0.07
H -0.90248 -1.22714 -1.55820 0.08
C 4.48677 4.99629 -0.50366 -0.13
C 5.04066 5.24168 -1.90388 -0.51
O 4.45480 4.51612 -2.98030 -0.41
H 4.94087 5.62923 0.25875 0.06
H 4.47234 3.95193 -0.19190 0.05
H 3.42552 5.24470 -0.51496 0.05
H 6.11858 5.10847 -1.81201 0.07
H 5.03518 6.30907 -2.12466 0.07
Br 8.84082 0.07636 -1.31569 0.55
C 8.02794 0.74701 0.38616 -0.63
C 6.71186 -0.04681 0.56817 -0.70
Br 5.95162 0.33355 2.34673 0.57
H 7.82511 1.80058 0.19395 0.05
H 8.77786 0.55465 1.15344 0.05
H 6.80596 -1.13037 0.49645 0.04
H 5.96596 0.24430 -0.17141 0.05
C -8.51693 -2.10534 2.98597 -0.06
C -7.47631 -1.20265 3.06520 -0.08
C -6.18060 -1.62002 2.83169 0.00
C -5.92383 -2.87870 2.28023 -0.15
C -6.94362 -3.80265 2.13225 -0.01
C -8.21486 -3.42714 2.53886 -0.06
N -4.58403 -3.24594 1.85028 -0.37
O -4.37102 -4.17863 1.12056 0.10
O -3.69877 -2.57017 2.33572 0.07
H -9.52238 -1.79302 3.22666 0.10
H -7.76225 -0.23042 3.43860 0.11
H -5.32522 -0.98579 3.01190 0.12
H -6.82812 -4.80965 1.75940 0.12
H -8.97180 -4.18379 2.39421 0.10
C 3.34431 -5.44877 4.03880 -0.07
C 4.08815 -6.63353 4.09984 -0.08
C 3.87400 -7.60547 3.16250 -0.01
C 2.82594 -7.49885 2.19566 -0.13
C 2.13010 -6.31420 2.14625 -0.01
C 2.35612 -5.27853 3.07201 -0.05
N 2.52557 -8.61981 1.30326 -0.37
O 3.00961 -9.68175 1.50803 0.10
O 1.75740 -8.40993 0.36959 0.07
H 3.52450 -4.67329 4.76857 0.10
H 4.81811 -6.74624 4.88778 0.11
H 4.34520 -8.57276 3.25584 0.11
H 1.30743 -6.19892 1.45609 0.12
H 1.72837 -4.39989 3.09008 0.11
C -7.18772 2.18414 -7.06784 -0.06
C -6.07999 1.96137 -6.18516 -0.04
C -4.82190 2.26951 -6.67827 -0.02
C -4.60355 2.92904 -7.89790 -0.13
C -5.73415 3.20946 -8.70423 0.01
C -7.04448 2.87002 -8.26001 -0.06
N -3.20002 3.18534 -8.33908 -0.29
O -2.97805 3.52835 -9.56858 0.03
O -2.33356 3.11291 -7.45392 0.03
H -8.18818 2.07312 -6.67649 0.10
H -6.28536 1.56810 -5.20049 0.11
H -3.97024 2.04432 -6.05349 0.11
H -5.55691 3.67568 -9.66216 0.11
H -7.87944 3.20659 -8.85664 0.11
C 5.64624 -5.31564 -2.24636 -0.06
C 6.86529 -5.03661 -2.89154 -0.04
C 6.74463 -4.04312 -3.87678 0.01
C 5.53119 -3.32500 -4.14997 -0.14
C 4.39837 -3.70886 -3.51373 -0.04
C 4.42503 -4.66677 -2.54458 -0.05
N 5.42992 -2.26006 -5.15734 -0.31
O 6.23070 -2.22060 -6.12376 0.06
O 4.53542 -1.39410 -5.04149 0.02
H 5.58584 -5.88816 -1.33259 0.10
H 7.80078 -5.54020 -2.69749 0.11
H 7.68950 -3.62760 -4.19454 0.11
H 3.45628 -3.25345 -3.78109 0.13
H 3.50534 -4.89833 -2.02790 0.11
C -0.89747 0.12594 6.12215 -0.04
C -0.82446 1.52439 6.30820 -0.09
C -1.66762 2.20808 7.09279 -0.03
C -2.68101 1.50582 7.71928 -0.13
C -2.87281 0.11199 7.57026 0.01
C -1.95724 -0.56355 6.75335 -0.06
N -3.76593 2.26398 8.40294 -0.32
O -3.75929 3.50862 8.39211 0.05
O -4.66276 1.61902 8.97894 0.05
H -0.08424 -0.33217 5.57882 0.10
H 0.02026 2.03202 5.86642 0.11
H -1.59459 3.28536 7.11580 0.12
H -3.71040 -0.45991 7.94143 0.12
H -1.98550 -1.64230 6.70990 0.10
C -1.99874 6.16136 1.85419 -0.07
C -2.13460 5.18141 0.93502 -0.10
C -1.46033 5.23754 -0.27095 0.01
C -0.86319 6.46083 -0.65482 -0.11
C -0.76425 7.55576 0.25105 0.00
C -1.34918 7.40077 1.49472 -0.05
N -0.27689 6.63222 -2.00774 -0.35
O 0.39974 7.64070 -2.16276 0.07
O -0.36812 5.76182 -2.85211 0.05
H -2.43407 6.15505 2.84255 0.10
H -2.57434 4.22652 1.18246 0.11
H -1.55712 4.44447 -0.99763 0.12
H -0.29019 8.47041 -0.07309 0.11
H -1.43276 8.23334 2.17753 0.10
```

Results
Lowest unoccupied orbital energy   -0.1055 Ha
Charge   0



DFT (wB97M-V/def2-TZVPD) results for a structure of composition C42H44BrCrN3O2P3 in a non-equilibrium geometry.

```
96
Properties=species:S:1:pos:R:3:mulliken_spin:R:1
Cr -1.66231 -0.96901 0.54622 3.22
C -4.64089 -3.24260 2.62983 0.00
C -3.47175 -2.44824 2.17227 0.07
N -3.24636 -2.08659 0.94753 -0.15
O -4.05630 -2.47831 -0.09721 0.02
C -2.39791 -2.03902 3.07119 0.04
C -2.32553 -2.29193 4.53598 -0.01
N -1.44985 -1.45606 2.39188 -0.14
O -0.33606 -1.05493 2.79132 -0.05
H -5.09040 -3.83059 1.83139 0.00
H -5.40346 -2.58069 3.04841 0.00
H -4.33667 -3.92774 3.41996 0.00
H -4.92324 -2.74046 0.24385 0.00
H -3.29412 -2.11902 5.00517 0.00
H -1.58769 -1.62565 4.97865 0.00
H -2.02153 -3.31874 4.75356 0.00
C -1.69435 -4.06995 -1.36611 0.01
P -0.68229 -3.04814 -0.24663 -0.04
C -0.41905 -4.18280 1.15555 0.00
C 0.91880 -3.01566 -1.09661 0.00
C 0.97078 -2.81373 -2.47981 -0.01
C 2.18786 -2.83144 -3.13865 0.00
C 3.36291 -3.04910 -2.42675 0.00
C 3.31602 -3.24061 -1.05578 0.00
C 2.10030 -3.21195 -0.38789 -0.01
H -1.96298 -3.53032 -2.27201 0.00
H -2.60943 -4.37025 -0.86218 0.00
H -1.11312 -4.95241 -1.63095 0.00
H 0.13206 -5.05936 0.81912 0.00
H -1.39371 -4.49610 1.53226 0.00
H 0.12999 -3.69520 1.96090 0.00
H 0.06317 -2.65590 -3.04956 0.00
H 2.21950 -2.69683 -4.21192 0.00
H 4.31299 -3.07488 -2.94414 0.00
H 4.22906 -3.40559 -0.49921 0.00
H 2.08359 -3.36084 0.68434 0.00
Br -4.66359 0.61860 -0.24978 0.01
C -3.65731 1.36283 1.15806 0.02
C -4.18199 2.42298 1.86631 0.00
C -3.38049 3.03546 2.81630 0.01
C -2.08324 2.58116 2.99236 -0.01
C -1.64836 1.50866 2.24770 0.04
N -2.43025 0.86683 1.35428 -0.03
H -5.18716 2.76379 1.66687 0.00
H -3.76152 3.86893 3.39207 0.00
H -1.40799 3.05254 3.69235 0.00
H -0.64386 1.12573 2.36818 -0.01
C 1.54150 0.79773 -1.16091 0.00
P -0.28388 0.59259 -0.95590 0.03
C -0.87390 2.33126 -0.90452 -0.03
C -0.19769 3.30698 -0.17943 0.00
C -0.68287 4.60598 -0.12836 0.00
C -1.85509 4.94037 -0.78965 0.00
C -2.53919 3.97114 -1.51191 0.00
C -2.05360 2.67346 -1.56784 0.01
C -0.83511 0.13122 -2.63308 -0.09
C -0.31299 0.76203 -3.76066 0.00
C -0.79517 0.44017 -5.01859 0.00
C -1.80577 -0.50476 -5.16323 0.00
C -2.34510 -1.12087 -4.04539 0.01
C -1.86159 -0.79701 -2.78485 0.13
P 2.67613 0.31598 0.24012 0.02
C 2.55847 1.72357 1.40894 0.00
C 3.11548 2.97892 1.14511 0.00
C 3.03084 3.99120 2.08831 0.00
C 2.40149 3.76057 3.30723 0.00
C 1.87617 2.50835 3.58962 0.00
C 1.96712 1.48868 2.64607 0.00
C 4.29081 0.66661 -0.52684 0.00
C 4.50032 0.86526 -1.88887 0.00
C 5.77989 1.11544 -2.37109 0.00
C 6.85894 1.15276 -1.50384 0.00
C 6.66251 0.92525 -0.14686 0.00
C 5.38955 0.67613 0.33628 0.00
H 1.73487 1.83035 -1.45398 0.00
H 1.79624 0.13184 -1.98611 0.00
H 0.70544 3.05902 0.35654 0.00
H -0.13508 5.35933 0.42444 0.00
H -2.23290 5.95391 -0.74529 0.00
H -3.44473 4.22985 -2.04663 0.00
H -2.58901 1.93278 -2.14885 0.00
H 0.46178 1.51197 -3.65841 0.00
H -0.39179 0.93495 -5.89256 0.00
H -2.17929 -0.75299 -6.14807 0.00
H -3.14276 -1.84597 -4.15425 0.00
H -2.30703 -1.26220 -1.90764 -0.08
H 3.62495 3.15951 0.20480 0.00
H 3.47331 4.95790 1.88055 0.00
H 2.34769 4.55171 4.04459 0.00
H 1.42134 2.30858 4.55280 0.00
H 1.58549 0.50214 2.87551 0.00
H 3.67433 0.83476 -2.58911 0.00
H 5.92899 1.28526 -3.42985 0.00
H 7.85265 1.34700 -1.88498 0.00
H 7.50523 0.93873 0.53208 0.00
H 5.24075 0.49565 1.39590 0.00
```

Results
Spin multiplicity   4
⟨S²⟩   3.850
Lowest unoccupied orbital energy (spin up / spin down)   -0.2314 / -0.2456 Ha
Charge   +2
Relative energy (zero: lowest compared OMol25 entry of this formula, charge and spin)   0.0 kcal/mol



DFT (wB97M-V/def2-TZVPD) results for a structure of composition C42H44BrCrN3O2P3 in a non-equilibrium geometry.

```
96
Properties=species:S:1:pos:R:3:mulliken_spin:R:1
Cr 0.14477 0.26061 1.81117 3.38
C -0.50979 -1.21405 5.77326 0.00
C -0.55537 -0.82172 4.34283 0.05
N 0.11196 0.15655 3.83768 -0.06
O 1.03148 0.83065 4.62261 0.01
C -1.38546 -1.53488 3.36550 0.10
C -2.36752 -2.60860 3.66536 -0.01
N -1.17382 -1.11569 2.14104 -0.20
O -1.84333 -1.56201 1.17607 -0.05
H 0.44116 -0.95964 6.23954 0.00
H -0.65995 -2.28847 5.86970 0.00
H -1.31551 -0.71747 6.32392 0.00
H 0.68987 0.86652 5.52666 0.00
H -2.81159 -2.47607 4.65181 0.00
H -1.89575 -3.59453 3.62639 0.01
H -3.15472 -2.59609 2.91291 0.00
C -1.36741 3.09514 0.25438 -0.01
P -1.63868 1.96402 1.66076 -0.12
C -3.29961 1.23029 1.48635 0.02
C -1.86768 3.15781 3.01362 -0.01
C -2.95697 4.02848 2.95331 0.00
C -3.15243 4.96699 3.95352 0.00
C -2.26494 5.04805 5.02299 0.00
C -1.17206 4.19747 5.08170 0.00
C -0.97181 3.25564 4.07668 0.00
H -2.30900 3.57297 -0.01703 0.00
H -0.95984 2.59525 -0.62093 0.01
H -0.66651 3.86328 0.58109 0.00
H -3.95898 1.91621 0.95682 0.00
H -3.69202 1.06347 2.48843 0.00
H -3.26681 0.27856 0.96110 -0.01
H -3.65980 3.98512 2.12853 0.00
H -3.99833 5.64125 3.89835 0.00
H -2.42592 5.78043 5.80423 0.00
H -0.46995 4.27087 5.90748 0.00
H -0.09689 2.62212 4.10597 0.00
Br 2.24748 1.97963 1.78593 0.01
C 2.91677 0.22918 2.13903 0.02
C 4.22739 -0.01109 2.45266 -0.01
C 4.55528 -1.32484 2.76493 0.01
C 3.57125 -2.30303 2.76602 0.00
C 2.28364 -1.95961 2.41571 0.05
N 1.96479 -0.69849 2.08521 -0.13
H 4.95541 0.78957 2.46761 0.00
H 5.57995 -1.57562 3.01326 0.00
H 3.79903 -3.32739 3.03159 0.00
H 1.48322 -2.68666 2.37722 -0.01
C 1.87783 0.15963 -1.30107 0.01
P 0.31094 -0.58497 -0.59238 -0.03
C -0.95045 -0.36690 -1.88640 -0.01
C -0.81037 -1.05628 -3.09101 0.00
C -1.75730 -0.91428 -4.09186 0.00
C -2.85519 -0.08310 -3.90750 0.00
C -3.00513 0.60500 -2.71393 0.00
C -2.06146 0.45076 -1.70693 -0.03
C 0.65199 -2.38859 -0.60567 0.00
C -0.39543 -3.29243 -0.80980 -0.02
C -0.15598 -4.65845 -0.82222 0.00
C 1.13225 -5.14774 -0.63370 -0.01
C 2.17604 -4.26254 -0.40754 0.00
C 1.93231 -2.89410 -0.38374 -0.01
P 2.32608 0.68280 -3.02684 0.00
C 0.89744 1.73249 -3.48616 0.00
C 0.07888 1.52542 -4.59224 0.00
C -0.90819 2.44798 -4.92978 0.00
C -1.09164 3.59302 -4.17053 0.00
C -0.27369 3.81664 -3.07133 0.00
C 0.71660 2.89905 -2.74062 0.00
C 2.35564 -0.76234 -4.12415 0.00
C 2.40732 -2.07957 -3.67523 0.00
C 2.52956 -3.13495 -4.57395 0.00
C 2.61282 -2.88365 -5.93499 0.00
C 2.61403 -1.57120 -6.38884 0.00
C 2.50789 -0.51719 -5.48943 0.00
H 2.71517 -0.43277 -0.93284 0.00
H 1.97083 1.11497 -0.79805 -0.01
H 0.02192 -1.72295 -3.24973 0.00
H -1.63628 -1.46233 -5.01988 0.00
H -3.60055 0.01392 -4.68871 0.00
H -3.86178 1.25161 -2.56019 0.00
H -2.20822 0.95493 -0.76699 0.02
H -1.40112 -2.92637 -0.96630 0.00
H -0.97933 -5.34396 -0.98094 0.00
H 1.32261 -6.21356 -0.67753 0.00
H 3.18620 -4.63302 -0.26511 0.00
H 2.77251 -2.23113 -0.22479 0.00
H 0.19599 0.63252 -5.19462 0.00
H -1.53317 2.26894 -5.79841 0.00
H -1.85460 4.31444 -4.44185 0.00
H -0.38948 4.72363 -2.48441 0.00
H 1.38952 3.12187 -1.91293 0.00
H 2.35530 -2.29386 -2.61500 0.00
H 2.55918 -4.15549 -4.20631 0.00
H 2.69661 -3.70529 -6.63828 0.00
H 2.71417 -1.36446 -7.44898 0.00
H 2.56674 0.50364 -5.85329 0.00
```

Results
Spin multiplicity   4
⟨S²⟩   3.835
Lowest unoccupied orbital energy (spin up / spin down)   -0.2196 / -0.2415 Ha
Charge   +2
Relative energy (zero: lowest compared OMol25 entry of this formula, charge and spin)   12.6 kcal/mol